The following is a DFT calculation (wB97M-V/def2-TZVPD) of a molecular structure, C30H20BrMoN4O3.

Last column: Löwdin charge in e.
Positions of all 59 atoms, in Å:
1 Mo -0.324 0.682 -0.496  1.83
2 Br 4.044 6.668 0.362  0.77
3 O -1.317 1.175 -1.848  -0.24
4 O 0.052 -0.093 1.188  -0.22
5 O -0.095 2.356 0.057  -0.22
6 N 1.748 0.611 -0.476  -0.05
7 N 0.061 -1.152 -1.351  -0.04
8 N -1.907 -1.153 1.131  0.10
9 N -2.036 -0.355 0.052  -0.16
10 C 0.783 -1.126 3.613  -0.02
11 C 2.976 -3.379 -0.909  0.00
12 C -0.436 -3.447 4.513  -0.07
13 C -4.841 0.457 -2.191  -0.02
14 C 2.166 2.967 0.005  -0.13
15 C -0.959 -2.791 3.415  -0.02
16 C 0.789 3.336 0.102  -0.26
17 C 1.286 -1.779 4.719  -0.07
18 C -0.470 -3.298 -2.292  -0.02
19 C -3.182 -0.425 -0.597  -0.05
20 C 2.560 1.618 -0.130  0.01
21 C -4.271 2.288 -3.639  -0.05
22 C -2.564 1.275 -2.282  -0.28
23 C 0.419 4.666 0.270  0.02
24 C 3.124 3.995 0.090  -0.06
25 C -3.524 0.402 -1.700  -0.16
26 C -0.335 -1.636 2.943  -0.15
27 C 2.727 5.308 0.239  -0.67
28 C 2.229 -0.686 -0.534  -0.19
29 C -0.765 -0.954 1.729  -0.38
30 C 1.303 -1.626 -1.053  -0.14
31 C -0.771 -1.972 -2.031  -0.06
32 C 0.736 -3.829 -1.883  0.03
33 C 1.382 5.659 0.322  -0.08
34 C 3.498 -1.144 -0.159  0.02
35 C 1.685 -2.974 -1.284  -0.14
36 C 0.687 -2.950 5.159  -0.07
37 C 3.847 -2.476 -0.338  -0.05
38 C -5.208 1.386 -3.138  -0.07
39 C -2.950 2.216 -3.235  0.00
40 H -2.203 2.893 -3.627  0.12
41 H -0.634 4.899 0.352  0.13
42 H -1.721 -1.555 -2.341  0.11
43 H -5.576 -0.215 -1.779  0.12
44 H 2.142 -1.373 5.234  0.11
45 H -6.230 1.435 -3.482  0.11
46 H 3.269 -4.402 -1.076  0.12
47 H 3.604 1.397 0.059  0.13
48 H 4.174 3.754 0.021  0.11
49 H -4.574 3.044 -4.346  0.11
50 H 4.222 -0.479 0.280  0.11
51 H 0.974 -4.869 -2.036  0.13
52 H 1.237 -0.210 3.257  0.11
53 H 1.095 6.694 0.417  0.11
54 H -1.197 -3.907 -2.805  0.12
55 H -3.919 -1.127 -0.224  0.14
56 H -1.832 -3.164 2.905  0.11
57 H -0.906 -4.350 4.870  0.11
58 H 1.099 -3.474 6.006  0.11
59 H 4.826 -2.809 -0.030  0.12

Computed properties:
HOMO-LUMO gap (spin up / spin down): 0.19793 / 0.20064 hartree
Charge: +1